# 1
{
  "formula": "C4H22NO8",
  "method": "the ωB97M-V functional and the def2-TZVPD basis",
  "symbols": ["C", "O", "C", "C", "C", "O", "N", "H", "H", "H", "H", "H", "H", "H", "H", "H", "H", "H", "H", "O", "H", "H", "O", "H", "H", "O", "H", "H", "O", "H", "H", "O", "H", "H", "O"],
  "xyz": [[0.07622, -1.62665, 2.27237], [0.93856, -0.60982, 2.68735], [-0.54155, -1.10254, 0.95684], [-2.02062, -0.53240, 1.22907], [-3.00216, -0.22031, 0.12934], [-2.77672, -0.70827, -0.96511], [0.26941, 0.10166, 0.33110], [-0.74887, -1.78713, 2.98301], [0.57261, -2.56030, 2.02111], [1.33824, -0.72555, 3.55559], [-0.51362, -1.85339, 0.19372], [-2.01215, 0.31787, 1.93247], [-2.39472, -1.37152, 1.86172], [-3.89671, 0.27108, 0.33542], [-0.38419, 2.67361, 2.44981], [0.05728, 0.93832, 0.86382], [1.26952, -0.17240, 0.31566], [3.53137, -1.39690, 0.70553], [2.96076, -2.57469, -0.00495], [3.20451, -1.65102, -0.16460], [0.95949, -2.24059, -1.80975], [-0.05819, -1.52153, -2.66600], [0.38224, -1.46150, -1.76850], [-1.85718, 0.97205, -3.29171], [-1.00174, 0.23902, -4.56549], [-1.65118, 0.24612, -3.87003], [0.66281, 3.30316, 1.53215], [-0.06088, 0.14501, -0.65807], [-0.20546, 2.89372, 1.52920], [-0.06782, 2.08192, -2.90056], [-0.40200, 2.68581, -1.66759], [0.13396, 1.91415, -1.94646], [1.79920, 2.30327, -0.68548], [3.19694, 1.53473, -0.48252], [2.24263, 1.49502, -0.43845]],
  "charge": 1,
  "homo_ev": -13.1,
  "relative_energy_ev": 1.288,
  "multiplicity": 1,
  "lumo_ha": -0.0990
}



# 2
{
  "formula": "C4H23B2O5",
  "method": "the ωB97M-V functional and the def2-TZVPD basis",
  "symbols": ["O", "H", "H", "H", "B", "H", "H", "H", "H", "B", "H", "H", "H", "H", "C", "C", "O", "O", "H", "H", "H", "H", "H", "H", "C", "C", "O", "O", "H", "H", "H", "H", "H", "H"],
  "xyz": [[0.79174, -0.77323, -0.13710], [0.29177, -0.27133, -0.78496], [0.99220, -1.66790, -0.42166], [0.52338, -0.78661, 0.78453], [1.75310, -3.16685, -1.10230], [2.18736, -2.43271, -1.76313], [2.03770, -4.19265, -1.27825], [2.00457, -2.95215, -0.07521], [0.69300, -2.96581, -1.09755], [-0.17382, -1.10461, 2.47686], [0.56287, -0.33820, 2.29208], [-0.95095, -0.99658, 1.73615], [0.37727, -2.03054, 2.42043], [-0.52043, -0.98236, 3.49133], [-1.79729, 0.71686, -2.04257], [-2.30822, -0.66853, -2.19229], [-2.27708, -1.32606, -0.89595], [-0.32345, 0.55015, -2.00855], [-2.09622, 1.29870, -1.17068], [-1.99558, 1.29269, -2.94657], [-1.77234, -1.13152, -3.02089], [-3.38168, -0.74471, -2.36548], [-1.84704, -2.15485, -1.11906], [-0.06692, 0.68181, -2.92423], [1.23223, 2.35071, 1.83108], [0.78277, 3.04153, 0.57761], [-0.17279, 4.06436, 0.83934], [0.15375, 1.91093, 2.66269], [2.03534, 2.80418, 2.41201], [1.68836, 1.43651, 1.45123], [0.21787, 2.35283, -0.05063], [1.68736, 3.37155, 0.06681], [-0.39429, 3.85764, 1.75028], [0.06545, 0.95677, 2.60461]],
  "homo_ev": [-10.0, -9.7],
  "multiplicity": 2,
  "lumo_ha": [-0.0041, -0.2247]
}



# 3
{
  "formula": "C4H24BO20",
  "method": "the ωB97M-V functional and the def2-TZVPD basis",
  "symbols": ["O", "C", "O", "B", "O", "C", "O", "O", "C", "O", "C", "O", "O", "O", "H", "H", "O", "H", "H", "O", "H", "H", "O", "H", "H", "O", "H", "H", "O", "H", "H", "O", "H", "H", "O", "H", "H", "O", "H", "H", "O", "H", "H", "O", "H", "H", "O", "H", "H"],
  "xyz": [[-2.12437, 2.42557, -1.09524], [-1.36806, 1.54376, -0.81093], [0.00594, 1.62462, -0.61402], [0.50039, 0.22585, -0.38674], [-0.72285, -0.61757, -0.48601], [-1.77736, 0.13445, -0.67048], [-2.91619, -0.23178, -0.73905], [1.18744, 0.20483, 0.90180], [2.44889, 0.01872, 0.63629], [3.30493, 0.04050, 1.46593], [2.65284, -0.13132, -0.87621], [1.45176, -0.12316, -1.40007], [3.66110, -0.44916, -1.46810], [-4.99759, -5.62185, -2.52597], [-5.08401, -4.82643, -3.05141], [-4.12926, -5.55404, -2.12894], [0.28589, -3.74159, 5.73576], [0.38621, -2.81992, 5.97385], [0.83270, -4.21274, 6.36444], [8.54687, 1.97857, 5.27103], [9.12022, 2.11238, 4.51631], [7.82574, 1.44735, 4.93339], [-1.65628, 3.24979, 4.68974], [-2.13466, 2.69250, 5.30358], [-1.13122, 2.64012, 4.17121], [7.53024, 0.19258, -6.17104], [7.18390, -0.24350, -5.39250], [6.87048, 0.85020, -6.39124], [0.14146, -5.00621, -4.09139], [0.64616, -4.27867, -3.72781], [0.55188, -5.78963, -3.72527], [-8.14613, 4.04640, -3.29235], [-7.46249, 3.92980, -2.63259], [-8.88353, 4.42068, -2.81028], [-0.04963, 6.91084, 1.59884], [-0.40725, 6.88849, 0.71124], [-0.46069, 6.16860, 2.04195], [9.09349, -2.79356, 0.18996], [8.67741, -2.28310, -0.50469], [8.44908, -3.46527, 0.41303], [1.34343, -4.98282, 1.41597], [0.73624, -4.36055, 1.01556], [1.09560, -4.99898, 2.34039], [-5.32775, 8.22204, -1.04090], [-5.13271, 7.32507, -1.31227], [-5.94452, 8.12454, -0.31543], [-8.59293, -3.51781, -0.60858], [-7.81433, -2.96351, -0.66118], [-8.26663, -4.40490, -0.75967]],
  "charge": -1,
  "homo_ev": -7.6,
  "relative_energy_ev": 2.716,
  "multiplicity": 1,
  "lumo_ha": 0.0698
}



# 4
{
  "formula": "C4H24BO20",
  "method": "the ωB97M-V functional and the def2-TZVPD basis",
  "symbols": ["O", "C", "O", "B", "O", "C", "O", "O", "C", "O", "C", "O", "O", "O", "H", "H", "O", "H", "H", "O", "H", "H", "O", "H", "H", "O", "H", "H", "O", "H", "H", "O", "H", "H", "O", "H", "H", "O", "H", "H", "O", "H", "H", "O", "H", "H", "O", "H", "H"],
  "xyz": [[-11.60663, -14.24187, 0.67461], [-12.06809, -14.00090, 1.73441], [-11.55561, -13.27786, 2.73933], [-12.52226, -13.26844, 3.85185], [-13.64627, -14.11753, 3.40220], [-13.38500, -14.62927, 2.24826], [-14.13513, -15.35390, 1.62471], [-12.93219, -11.79964, 4.19043], [-12.58138, -11.56134, 5.44590], [-12.87295, -10.52109, 5.97265], [-11.85233, -12.76833, 6.04036], [-11.76975, -13.67027, 5.10285], [-11.41585, -12.88055, 7.15464], [-18.35424, -18.49406, 1.72604], [-18.01857, -18.22585, 2.60442], [-17.64547, -18.25595, 1.13327], [-9.14362, -15.52590, 4.72811], [-9.51560, -14.90812, 5.37891], [-8.25977, -15.22771, 4.57888], [-10.22335, -8.37103, 4.58651], [-9.72211, -8.28905, 3.75615], [-10.56313, -9.27077, 4.56204], [-16.82365, -14.41246, 4.35229], [-15.88938, -14.35440, 4.27496], [-17.20513, -13.53017, 4.42755], [-7.04755, -13.89865, 6.03756], [-7.46802, -13.02823, 6.06862], [-6.87076, -14.10756, 6.98668], [-8.53560, -11.72057, 7.24762], [-9.37506, -12.17666, 7.25710], [-8.81181, -10.81173, 7.46735], [-15.39963, -17.79053, 0.75453], [-14.76971, -17.99225, 0.05326], [-14.96942, -17.03738, 1.18936], [-16.51956, -13.56205, 0.29428], [-17.29064, -13.95704, 0.75589], [-15.76404, -14.02595, 0.68739], [-11.29432, -16.11911, -1.88338], [-10.43215, -16.31755, -1.49057], [-11.61469, -15.40807, -1.29885], [-9.87202, -9.56322, 8.65470], [-10.72248, -9.37834, 8.18245], [-10.01160, -10.13546, 9.44767], [-11.53845, -16.36057, 2.96093], [-10.77853, -16.26119, 3.56655], [-11.63830, -17.30121, 2.86398], [-11.65205, -8.31427, 7.02467], [-12.15732, -8.85739, 6.35620], [-11.11647, -7.73503, 6.46675]],
  "charge": -1,
  "homo_ev": -8.1,
  "relative_energy_ev": 0.240,
  "multiplicity": 1,
  "lumo_ha": 0.0836
}



# 5
{
  "formula": "C4H24O10",
  "method": "the ωB97M-V functional and the def2-TZVPD basis",
  "symbols": ["O", "C", "C", "O", "H", "H", "H", "H", "H", "H", "O", "C", "C", "O", "H", "H", "H", "H", "H", "H", "O", "H", "H", "O", "H", "H", "O", "H", "H", "O", "H", "H", "O", "H", "H", "O", "H", "H"],
  "xyz": [[4.23524, 3.78034, 10.02510], [5.32222, 4.65316, 10.24916], [6.12206, 4.78950, 8.90336], [6.74656, 3.53476, 8.58102], [4.60604, 2.89488, 10.03291], [4.92164, 5.64360, 10.46517], [5.95418, 4.28894, 11.05916], [6.91748, 5.53316, 8.85465], [5.41230, 4.95097, 8.09202], [7.13976, 3.64632, 7.71236], [8.06448, 3.48938, 5.77252], [7.76340, 4.77062, 5.21396], [6.32316, 5.11981, 4.83354], [5.89480, 4.32740, 3.68638], [8.05354, 2.79238, 5.11248], [8.09832, 5.50833, 5.94314], [8.46938, 4.77061, 4.38348], [6.16678, 6.19309, 4.72530], [5.79334, 4.83559, 5.74272], [4.95300, 4.17632, 3.79498], [12.11952, 2.32873, 8.46384], [11.32112, 2.74088, 8.13378], [12.70570, 2.30134, 7.70762], [11.93446, 5.54415, 5.28374], [12.01902, 6.30549, 4.70977], [11.22620, 5.77442, 5.88506], [11.58984, 2.99184, 4.19329], [12.32304, 2.52725, 4.59678], [11.64740, 3.88097, 4.54310], [9.91581, 6.36358, 7.81052], [9.58172, 6.74212, 8.62374], [9.53322, 6.90402, 7.11932], [8.83746, 3.38642, 10.47732], [9.55306, 3.95604, 10.75958], [8.56874, 3.74075, 9.62970], [10.25986, 3.74308, 7.33172], [10.33274, 4.68326, 7.49598], [9.61621, 3.67178, 6.62686]],
  "homo_ev": -10.1,
  "relative_energy_ev": 2.391,
  "multiplicity": 1,
  "smiles": "OCCO.OCCO.O.O.O.O.O.O",
  "lumo_ha": -0.0191
}



# 6
{
  "formula": "C4H24O9S",
  "method": "the ωB97M-V functional and the def2-TZVPD basis",
  "symbols": ["O", "C", "C", "C", "C", "S", "H", "H", "H", "H", "H", "H", "H", "H", "O", "H", "H", "O", "H", "H", "O", "H", "H", "O", "H", "H", "O", "H", "H", "O", "H", "H", "O", "H", "H", "O", "H", "H"],
  "xyz": [[-0.77246, 0.50473, -0.52507], [0.41724, 0.51175, -0.34758], [1.15329, -0.84446, 0.22528], [0.61588, -1.64778, 1.48852], [1.45836, -1.08799, 2.65401], [0.31750, -0.99099, 4.24881], [1.08077, 1.34175, -0.60222], [2.26557, -0.59768, 0.25949], [0.92199, -1.52023, -0.58866], [-0.46590, -1.33070, 1.46174], [0.86150, -2.75092, 1.35586], [1.81685, 0.00021, 2.46147], [2.30814, -1.74321, 2.69426], [-0.73457, -0.72586, 3.49065], [-2.07180, -3.13182, 0.98011], [-2.72421, -3.77937, 0.96488], [-2.42985, -2.16296, 1.02136], [1.06708, 2.36626, -2.23247], [1.54448, 2.07894, -3.02206], [0.28099, 2.64822, -2.74145], [-0.57518, 1.83664, 3.12471], [0.20111, 1.27312, 3.29652], [-0.59419, 2.35132, 3.94444], [1.21958, -1.70066, -3.62410], [2.13878, -1.96532, -3.52626], [0.65868, -2.19208, -4.16071], [-1.11810, 2.78561, -3.36179], [-1.62307, 2.68647, -2.62050], [-1.52301, 2.19099, -4.01109], [4.67823, 1.11070, 1.17881], [4.01079, 1.07579, 1.82538], [4.47415, 0.60348, 0.47886], [-2.97888, -0.86043, 0.17200], [-3.47414, -0.62912, -0.62714], [-2.17225, -0.30372, 0.02300], [-3.15609, 1.35203, -2.07065], [-3.18534, 1.21416, -1.06710], [-3.89194, 2.03309, -2.22133]],
  "homo_ev": -9.2,
  "relative_energy_ev": 2.909,
  "multiplicity": 1,
  "smiles": "O=CCCCS.O.O.O.O.O.O.O.O",
  "lumo_ha": 0.0082
}



no.,calculated total energy (eV)
1,-22367.9853
2,-16099.4598
3,-46171.4118
4,-46173.8874
5,-25011.0305
6,-33797.3680